# 1
103
Properties=species:S:1:pos:R:3 method="wB97M-V/def2-TZVPD" smiles=COC[C@H](C)N.COC[C@H](C)N.COC[C@H](C)N.CC(C)O.OCCO.OCCO.OCCO.OCCO de_lowest_kcal_mol=2.5 lumo_energy_ev=0.4246 gap_ev=9.08 spin_multiplicity=1 mol_weight_g_mol=575.78
C -3.50 -4.43 -4.26
C -3.52 -3.13 -3.43
C -3.60 -3.40 -1.91
O -3.17 -2.32 -1.11
C -3.92 -1.13 -1.27
N -2.27 -2.44 -3.72
H -3.63 -4.29 -5.33
H -4.27 -5.10 -3.87
H -2.54 -4.92 -4.12
H -4.38 -2.51 -3.72
H -2.98 -4.25 -1.65
H -4.68 -3.49 -1.74
H -3.84 -0.73 -2.28
H -3.54 -0.39 -0.58
H -4.97 -1.35 -1.02
H -2.17 -2.16 -4.69
H -2.11 -1.61 -3.16
C 2.75 3.86 2.22
C 2.35 4.07 0.74
C 3.27 5.00 -0.06
O 3.29 6.29 0.52
C 4.47 7.02 0.41
N 2.56 2.71 0.17
H 2.11 3.13 2.69
H 2.84 4.85 2.67
H 3.77 3.48 2.31
H 1.33 4.46 0.71
H 2.82 5.08 -1.06
H 4.29 4.60 -0.05
H 5.36 6.46 0.76
H 4.41 7.95 0.95
H 4.72 7.21 -0.65
H 2.85 2.88 -0.79
H 3.36 2.26 0.59
C -0.51 -0.88 3.35
C -1.11 -1.96 4.28
C -2.18 -2.86 3.62
O -3.44 -2.28 3.64
C -3.94 -1.97 2.34
N -0.02 -2.70 4.89
H -1.26 -0.43 2.68
H 0.19 -1.37 2.67
H -0.15 -0.07 3.99
H -1.72 -1.41 5.01
H -2.19 -3.82 4.14
H -1.72 -3.18 2.67
H -5.02 -2.12 2.31
H -3.48 -2.64 1.61
H -3.72 -0.92 2.14
H 0.42 -3.37 4.27
H 0.72 -2.06 5.16
C -1.00 4.04 2.20
C -2.09 4.72 3.00
C -3.47 4.49 2.38
O -2.17 4.12 4.30
H -0.04 4.20 2.69
H -1.01 4.48 1.19
H -1.19 2.99 1.98
H -1.79 5.77 3.12
H -4.19 5.10 2.92
H -3.69 3.44 2.52
H -3.51 4.74 1.32
H -1.55 4.58 4.87
C 0.71 -0.29 -4.33
C 1.80 0.73 -4.48
O 2.19 1.24 -3.18
O -0.58 0.24 -3.97
H 0.97 -1.15 -3.72
H 0.62 -0.83 -5.29
H 1.45 1.61 -5.05
H 2.73 0.39 -4.92
H 1.44 1.31 -2.58
H -0.36 1.04 -3.47
C 4.12 -0.12 -0.85
C 4.29 -1.61 -0.85
O 5.65 -2.00 -0.82
O 4.62 0.55 0.32
H 3.05 0.06 -0.92
H 4.58 0.31 -1.74
H 3.75 -1.90 -1.77
H 3.68 -2.17 -0.13
H 5.68 -2.96 -0.91
H 5.55 0.30 0.38
C -0.18 0.43 -0.04
C -0.47 -0.87 -0.74
O 0.69 -1.66 -0.98
O 0.40 1.34 -0.95
H 0.49 0.26 0.81
H -1.08 0.79 0.48
H -0.93 -0.70 -1.72
H -1.18 -1.42 -0.11
H 0.51 -2.38 -1.60
H 1.02 1.92 -0.45
C 0.47 -5.05 -0.56
C -0.14 -4.32 0.62
O 0.71 -3.33 1.16
O 0.36 -4.25 -1.75
H -0.14 -5.95 -0.75
H 1.48 -5.41 -0.35
H -0.40 -5.06 1.38
H -1.13 -3.91 0.38
H 0.75 -2.65 0.43
H 0.22 -4.83 -2.50

---

# 2
20
Properties=species:S:1:pos:R:3 method="wB97M-V/def2-TZVPD" de_lowest_kcal_mol=51.2 lumo_energy_ev=0.1536 gap_ev=7.20 spin_multiplicity=1 mol_weight_g_mol=119.23
C -3.04 -0.49 -0.30
C -1.68 -1.61 1.35
N -2.68 -0.81 1.07
H -3.38 0.54 -0.32
H -3.85 -1.14 -0.61
H -2.15 -0.64 -0.90
H -1.08 -2.07 0.57
H -1.44 -1.75 2.39
H -2.95 -0.19 1.81
C 3.29 0.87 -0.22
C 2.09 0.35 -0.99
C 0.77 0.93 -0.45
S 0.20 0.18 1.09
H 3.38 1.96 -0.30
H 4.24 0.45 -0.55
H 3.20 0.69 0.85
H 2.17 0.60 -2.05
H 2.01 -0.73 -0.89
H 0.02 0.88 -1.25
H 0.90 2.00 -0.29

---

# 3
10
Properties=species:S:1:pos:R:3 method="wB97M-V/def2-TZVPD" de_lowest_kcal_mol=0.0 lumo_energy_ev="0.5015 / -2.7205" gap_ev="6.40 / 6.39" spin_multiplicity=3 mol_weight_g_mol=151.19
C 1.13 0.29 0.22
C 0.26 0.78 -0.65
C 2.09 2.30 -0.98
N 0.81 1.97 -1.35
O -1.03 0.49 -0.95
F 0.35 2.19 -2.60
S 3.03 3.45 -1.59
S 2.62 1.16 0.22
H 1.06 -0.75 0.72
H -1.20 1.13 -1.72

---

# 4
10
Properties=species:S:1:pos:R:3 method="wB97M-V/def2-TZVPD" smiles="[NH3+]CC(=O)I" charge=+1 de_lowest_kcal_mol=3.9 lumo_energy_ev=-4.3186 gap_ev=9.55 spin_multiplicity=1 mol_weight_g_mol=185.97
C -1.27 0.37 -0.10
C 0.04 -0.40 -0.32
N 1.19 0.13 0.43
O -1.28 1.49 0.35
I -3.05 -0.62 -0.42
H 0.20 -0.22 -1.30
H -0.15 -1.55 -0.34
H 0.90 0.39 1.37
H 1.39 0.99 -0.07
H 2.03 -0.58 0.40

---

# 5
71
Properties=species:S:1:pos:R:3 method="wB97M-V/def2-TZVPD" smiles="O=C(C1CCN(S(=O)(=O)N2CCC3(CC2)OCCO3)CC1)N1CCC(Cc2ccccc2)CC1" de_lowest_kcal_mol=0.0 lumo_energy_ev=0.6298 gap_ev=9.69 spin_multiplicity=1 mol_weight_g_mol=491.65
O 2.15 2.57 -1.88
C 2.43 2.46 -0.70
N 3.63 1.96 -0.32
C 4.13 1.72 1.01
H 3.47 2.13 1.76
C 4.32 0.21 1.23
C 5.26 -0.38 0.18
C 4.72 -0.04 -1.21
C 4.54 1.47 -1.35
H 4.11 1.73 -2.32
H 5.50 1.98 -1.24
H 5.40 -0.39 -1.98
H 3.75 -0.52 -1.36
C 5.43 -1.90 0.37
C 4.14 -2.66 0.27
C 3.69 -3.14 -0.95
C 2.48 -3.80 -1.05
C 1.70 -4.00 0.07
C 2.15 -3.55 1.30
C 3.36 -2.89 1.40
H 3.71 -2.55 2.36
H 1.55 -3.71 2.19
H 0.75 -4.51 0.00
H 2.14 -4.16 -2.01
H 4.29 -3.00 -1.84
H 5.88 -2.08 1.35
H 6.13 -2.26 -0.39
H 6.24 0.08 0.29
H 4.73 0.05 2.23
H 3.35 -0.28 1.17
H 5.11 2.22 1.10
C 1.47 2.89 0.41
H 2.04 3.42 1.18
C 0.77 1.67 1.03
C -0.20 1.03 0.04
N -1.18 1.98 -0.44
S -2.44 2.24 0.62
O -3.21 3.35 0.14
O -2.03 2.26 1.99
N -3.24 0.79 0.37
C -3.84 0.72 -0.94
C -4.27 -0.72 -1.23
H -3.40 -1.38 -1.23
H -4.75 -0.78 -2.20
C -5.24 -1.21 -0.14
C -4.60 -1.02 1.24
C -4.17 0.43 1.42
H -3.66 0.58 2.37
H -5.06 1.07 1.39
H -3.74 -1.69 1.31
H -5.32 -1.30 2.01
O -6.47 -0.51 -0.18
C -7.41 -1.32 -0.83
H -8.40 -1.08 -0.45
C -6.93 -2.74 -0.48
H -7.15 -3.48 -1.25
O -5.54 -2.58 -0.38
H -7.35 -3.06 0.48
H -7.39 -1.16 -1.92
H -3.09 1.05 -1.66
H -4.72 1.38 -1.00
C -0.60 3.16 -1.04
C 0.40 3.86 -0.11
H 0.87 4.68 -0.65
H -0.15 4.26 0.74
H -1.42 3.83 -1.29
H -0.09 2.85 -1.96
H -0.76 0.22 0.52
H 0.33 0.65 -0.83
H 1.50 0.92 1.35
H 0.20 1.99 1.91

---

# 6
52
Properties=species:S:1:pos:R:3 method="wB97M-V/def2-TZVPD" de_lowest_kcal_mol=275.5 lumo_energy_ev=-0.0974 gap_ev=8.73 spin_multiplicity=1 mol_weight_g_mol=286.37
O -0.62 -1.09 0.65
H -1.12 -0.36 1.03
H -1.29 -1.65 0.24
O 0.64 3.18 -1.08
H 0.20 4.00 -0.87
H 0.13 2.82 -1.80
O 1.10 0.04 -0.19
H 0.47 -0.63 0.09
H 1.88 -0.45 -0.43
O -1.64 2.19 2.19
H -1.21 1.93 1.37
H -0.94 2.55 2.73
O -0.42 1.51 0.69
H 0.14 0.78 0.42
H 0.01 2.29 0.34
O 2.00 1.91 -0.05
H 1.51 2.44 -0.68
H 1.53 1.07 -0.04
C -0.46 -0.61 -1.81
C -1.16 -0.39 -3.06
C -2.50 0.37 -2.88
O -3.44 -0.42 -2.11
C -4.76 0.05 -2.17
N -0.25 0.39 -3.93
H 0.49 -1.12 -1.98
H -1.07 -1.20 -1.13
H -0.31 0.34 -1.29
H -1.32 -1.34 -3.56
H -2.93 0.59 -3.86
H -2.26 1.33 -2.44
H -5.12 -0.14 -3.18
H -4.92 1.13 -2.09
H -5.48 -0.53 -1.59
H -0.89 0.81 -4.59
H 0.02 1.18 -3.36
C 3.31 -2.55 2.99
C 1.93 -2.48 2.37
C 1.49 -1.03 2.12
O 1.40 -0.22 3.29
C 1.13 1.08 2.93
N 1.91 -3.27 1.14
H 3.23 -2.15 4.00
H 4.07 -1.98 2.45
H 3.67 -3.58 2.92
H 1.30 -2.99 3.10
H 0.47 -1.03 1.73
H 2.18 -0.56 1.43
H 1.84 1.57 2.26
H 1.18 1.72 3.81
H 0.13 1.26 2.54
H 2.52 -4.06 1.02
H 2.22 -2.71 0.35

---

# 7
84
Properties=species:S:1:pos:R:3 method="wB97M-V/def2-TZVPD" charge=-1 lumo_energy_ev="2.5137 / 0.3846" gap_ev="7.45 / 5.32" spin_multiplicity=2 mol_weight_g_mol=706.63
Cu -1.59 -27.58 -35.55
Cl -1.55 -28.57 -33.09
Cl -3.84 -28.79 -35.97
Cl -1.53 -25.04 -35.31
N 3.48 -27.24 -33.71
C 3.55 -26.03 -34.36
C 2.44 -25.27 -33.90
C 1.70 -26.07 -33.08
C 2.39 -27.29 -32.92
H 4.08 -28.05 -33.83
H 4.29 -25.77 -35.10
H 2.30 -24.21 -34.10
H 0.78 -25.74 -32.62
H 2.13 -28.22 -32.43
N -7.78 -23.91 -37.19
C -7.54 -25.25 -37.25
C -6.18 -25.55 -36.88
C -5.59 -24.27 -36.68
C -6.58 -23.26 -36.82
H -8.65 -23.45 -37.40
H -8.33 -25.91 -37.57
H -5.68 -26.50 -36.80
H -4.58 -23.96 -36.46
H -6.59 -22.20 -36.65
N -0.23 -23.10 -29.67
C -1.14 -22.53 -30.51
C -1.71 -23.56 -31.26
C -1.09 -24.71 -30.91
C -0.14 -24.45 -29.89
H 0.23 -22.62 -28.91
H -1.38 -21.49 -30.34
H -2.51 -23.45 -31.98
H -1.31 -25.71 -31.27
H 0.47 -25.07 -29.25
N -7.25 -26.29 -31.74
C -6.32 -26.44 -30.79
C -5.09 -25.97 -31.34
C -5.32 -25.52 -32.61
C -6.64 -25.80 -32.88
H -8.21 -26.61 -31.76
H -6.60 -26.98 -29.90
H -4.14 -25.95 -30.83
H -4.54 -25.02 -33.17
H -7.25 -25.56 -33.74
N -4.09 -28.97 -42.29
C -4.71 -28.01 -41.51
C -4.30 -28.06 -40.18
C -3.35 -29.07 -40.16
C -3.24 -29.62 -41.43
H -4.35 -29.27 -43.22
H -5.46 -27.39 -41.99
H -4.65 -27.47 -39.36
H -2.75 -29.45 -39.35
H -2.69 -30.51 -41.70
N 0.18 -27.09 -37.67
C -0.54 -28.17 -38.01
C -0.34 -29.25 -37.18
C 0.59 -28.78 -36.28
C 0.84 -27.46 -36.54
H 0.20 -26.20 -38.15
H -1.09 -28.13 -38.94
H -0.66 -30.28 -37.32
H 1.10 -29.29 -35.48
H 1.46 -26.71 -36.08
N 1.16 -23.90 -37.39
C 2.55 -24.19 -37.34
C 2.84 -24.71 -38.59
C 1.75 -24.62 -39.46
C 0.69 -24.08 -38.66
H 0.63 -23.48 -36.65
H 3.10 -24.23 -36.41
H 3.86 -25.00 -38.79
H 1.76 -24.84 -40.52
H -0.34 -23.90 -38.91
N -3.33 -31.92 -34.15
C -4.61 -32.31 -34.26
C -5.11 -32.65 -33.06
C -4.09 -32.54 -32.21
C -2.91 -32.04 -32.90
H -2.88 -31.70 -35.02
H -5.17 -32.34 -35.19
H -6.13 -32.97 -32.88
H -4.13 -32.78 -31.16
H -1.90 -31.78 -32.60

---

# 8
12
Properties=species:S:1:pos:R:3 method="wB97M-V/def2-TZVPD" smiles="O=CC[C@H]1CO1" de_lowest_kcal_mol=45.8 lumo_energy_ev=0.9138 gap_ev=10.91 spin_multiplicity=1 mol_weight_g_mol=86.09
O 1.86 0.20 1.43
C 1.75 0.23 0.23
C 0.65 -0.50 -0.51
C -0.65 -0.49 0.26
C -1.57 0.64 0.11
O -1.83 -0.61 -0.52
H 2.46 0.81 -0.39
H 1.00 -1.53 -0.68
H 0.50 -0.06 -1.50
H -0.64 -1.05 1.19
H -2.23 0.90 0.93
H -1.30 1.45 -0.56

---

# 9
6
Properties=species:S:1:pos:R:3 method="wB97M-V/def2-TZVPD" smiles=O.O de_lowest_kcal_mol=6.2 lumo_energy_ev=0.6647 gap_ev=12.06 spin_multiplicity=1 mol_weight_g_mol=36.03
H 2.47 0.04 -0.02
H 1.15 0.41 0.48
H -2.18 0.58 -0.40
H -1.01 -0.51 -0.07
O 1.53 -0.27 -0.05
O -1.96 -0.25 0.05

---

# 10
18
Properties=species:S:1:pos:R:3 method="wB97M-V/def2-TZVPD" smiles=C[Si](C)(Cl)C1CC1 de_lowest_kcal_mol=35.5 lumo_energy_ev=0.7278 gap_ev=9.70 spin_multiplicity=1 mol_weight_g_mol=134.68
C 1.87 -0.66 -0.26
C 1.61 -1.06 1.14
C 0.57 -1.33 0.19
C -1.05 0.46 -1.85
C -0.96 1.55 1.09
Si -1.24 0.11 0.01
Cl -3.23 -0.76 0.15
H 1.77 0.35 -0.46
H 2.57 -1.31 -0.62
H 2.01 -1.93 1.60
H 1.59 -0.25 1.84
H 0.34 -2.22 -0.31
H -0.66 1.47 -1.96
H -0.56 -0.35 -2.43
H -2.22 0.47 -2.14
H -1.36 2.52 0.66
H -1.18 1.37 2.20
H 0.14 1.58 1.15

---

# 11
17
Properties=species:S:1:pos:R:3 method="wB97M-V/def2-TZVPD" charge=-1 de_lowest_kcal_mol=0.0 lumo_energy_ev=3.6051 gap_ev=8.72 spin_multiplicity=1 mol_weight_g_mol=213.16
C -0.02 0.15 1.20
C 0.20 1.48 1.13
C 0.03 -0.63 0.00
C 0.47 2.17 -0.16
C 1.02 -0.14 -1.04
C 0.85 1.44 -1.16
O -0.89 -3.26 0.61
O -3.12 -2.19 1.02
O -1.20 -0.90 -0.51
F 2.39 -0.25 -0.81
F 0.88 -0.72 -2.27
F 1.18 2.04 -2.32
S -2.11 -2.61 0.05
H -0.26 -0.31 2.12
H -0.01 2.17 2.01
H 0.41 -1.62 0.40
H 0.17 3.17 -0.27

---

# 12
31
Properties=species:S:1:pos:R:3 method="wB97M-V/def2-TZVPD" charge=-1 de_lowest_kcal_mol=0.0 lumo_energy_ev=2.5361 gap_ev=6.31 spin_multiplicity=1 mol_weight_g_mol=396.03
Cl 0.87 -1.81 -1.13
C 1.97 -1.70 0.20
C 3.25 -2.22 0.10
Cl 3.77 -3.07 -1.28
C 4.23 -2.04 1.20
O 5.39 -2.44 1.10
C 3.73 -1.34 2.40
Cl 4.85 -1.02 3.63
C 2.41 -0.96 2.51
Cl 1.77 -0.29 3.96
C 1.55 -1.09 1.39
O 0.33 -0.45 1.44
C -4.17 0.64 -2.86
C -2.99 0.74 -1.93
C -3.16 0.45 -0.57
C -2.08 0.46 0.31
C -0.82 0.80 -0.19
C 0.37 0.72 0.69
N 0.28 1.86 1.80
O 1.30 2.52 2.01
O -0.79 1.95 2.41
C -0.64 1.15 -1.54
C -1.73 1.12 -2.40
H -3.86 0.77 -3.90
H -4.65 -0.34 -2.77
H -4.93 1.39 -2.64
H -4.15 0.22 -0.19
H -2.20 0.22 1.37
H 1.31 0.95 0.18
H 0.37 1.42 -1.84
H -1.60 1.39 -3.45